A cluster of 12 separate species, C24H56N8O24 in total at a distorted geometry, computed with the ωB97M-V functional and the def2-TZVPD basis.

Summary:
* charge: 0
* energy relative to the best compared isomer or geometry (same formula, charge and spin): 0.0 kJ/mol
* HOMO level: -10.50 eV
* calculated total energy: -86835.8879 eV
* gap between HOMO and LUMO: 10.06 eV
* F_max: 1.696 eV/A

Structure (XYZ):
```
112
Properties=species:S:1:pos:R:3:lowdin_charge:R:1
C -8.958 7.175 8.527 0.05
N -7.598 6.663 8.218 -0.44
O -7.042 7.094 7.239 0.08
O -7.162 5.791 8.936 0.04
H -9.618 6.320 8.641 0.07
H -9.248 7.855 7.737 0.10
H -8.924 7.662 9.500 0.09
C -9.747 3.467 15.317 0.04
N -10.049 2.748 16.608 -0.44
O -11.098 2.154 16.718 0.06
O -9.250 2.921 17.506 0.06
H -8.817 3.048 14.955 0.08
H -9.771 4.521 15.564 0.09
H -10.547 3.253 14.615 0.08
C -10.528 -0.005 13.698 0.06
N -9.442 0.547 12.850 -0.41
O -9.369 0.217 11.685 0.07
O -8.611 1.250 13.399 0.04
H -11.161 0.790 14.081 0.09
H -10.011 -0.551 14.483 0.11
H -11.147 -0.695 13.133 0.10
C -7.865 8.288 13.589 0.06
N -8.608 7.045 13.230 -0.42
O -9.427 7.122 12.341 0.07
O -8.325 6.037 13.838 0.05
H -8.287 9.097 13.004 0.10
H -6.815 8.137 13.362 0.05
H -8.036 8.452 14.648 0.10
C -3.324 0.677 10.228 0.05
N -3.552 -0.687 10.794 -0.46
O -3.607 -1.627 10.040 0.08
O -3.640 -0.727 12.001 0.06
H -2.358 1.055 10.542 0.10
H -4.185 1.269 10.517 0.08
H -3.275 0.634 9.141 0.09
C -4.263 7.852 12.534 0.02
N -4.071 9.290 12.278 -0.42
O -3.167 9.641 11.540 0.07
O -4.835 10.070 12.838 0.04
H -5.306 7.613 12.363 0.08
H -4.027 7.656 13.576 0.07
H -3.518 7.334 11.940 0.11
C -5.296 3.333 7.291 0.04
N -4.309 2.480 6.603 -0.47
O -4.705 1.495 6.034 0.07
O -3.148 2.805 6.712 0.06
H -5.115 3.162 8.355 0.09
H -6.300 2.969 7.096 0.10
H -5.183 4.397 7.117 0.10
C -6.952 6.116 17.053 0.07
N -5.717 6.478 16.320 -0.41
O -5.801 7.206 15.361 0.06
O -4.671 6.043 16.744 0.06
H -7.524 5.503 16.358 0.08
H -7.402 7.034 17.411 0.11
H -6.656 5.459 17.867 0.10
C -10.106 3.846 11.178 -0.04
C -9.809 2.932 9.992 -0.20
O -10.892 2.981 9.044 0.01
C -10.765 3.805 8.010 -0.54
C -11.959 3.803 7.088 0.03
O -9.755 4.394 7.725 0.07
H -9.332 3.654 11.924 0.05
H -11.036 3.508 11.637 0.08
H -10.102 4.887 10.871 0.07
H -8.860 3.173 9.513 0.11
H -9.814 1.883 10.286 0.10
H -11.703 4.450 6.253 0.09
H -12.854 4.182 7.578 0.09
H -12.134 2.807 6.684 0.09
C -3.279 0.618 21.618 -0.07
C -3.136 2.118 21.344 -0.22
O -2.777 2.290 19.985 0.00
C -3.538 3.067 19.206 -0.54
C -3.127 3.019 17.780 0.02
O -4.450 3.736 19.612 0.10
H -4.238 0.242 21.257 0.08
H -3.300 0.418 22.694 0.07
H -2.465 -0.004 21.250 0.08
H -4.063 2.624 21.601 0.12
H -2.343 2.458 22.012 0.12
H -3.603 2.232 17.194 0.10
H -2.068 2.764 17.687 0.09
H -3.301 3.977 17.299 0.06
C -6.508 3.157 11.916 -0.05
C -5.895 4.518 11.701 -0.23
O -4.983 4.901 12.720 -0.02
C -3.764 4.350 12.702 -0.54
C -3.003 4.649 13.974 0.04
O -3.256 3.764 11.782 0.10
H -5.690 2.445 12.060 0.08
H -7.062 2.813 11.043 0.08
H -7.192 3.113 12.760 0.05
H -5.411 4.562 10.722 0.11
H -6.702 5.250 11.631 0.10
H -2.151 5.276 13.698 0.09
H -2.533 3.773 14.418 0.09
H -3.640 5.158 14.690 0.05
C -0.704 6.896 17.034 -0.05
C -1.786 7.948 16.839 -0.21
O -1.249 9.048 16.106 0.01
C -1.333 9.041 14.789 -0.54
C -0.863 10.321 14.169 0.03
O -1.794 8.113 14.166 0.07
H -0.470 6.425 16.076 0.07
H -1.036 6.074 17.672 0.07
H 0.242 7.276 17.418 0.08
H -2.658 7.515 16.349 0.09
H -2.172 8.315 17.790 0.12
H -1.749 10.953 14.057 0.10
H -0.482 10.157 13.165 0.09
H -0.143 10.854 14.784 0.09
```



A cluster of 2 separate species, C3H5NO2 in total at a distorted geometry, computed with the ωB97M-V functional and the def2-TZVPD basis.

Summary:
* charge: 0
* energy relative to the best compared isomer or geometry (same formula, charge and spin): 681.3 kJ/mol
* HOMO level (alpha / beta): -9.59 / -9.59 eV
* calculated total energy: -8770.6339 eV
* gap between HOMO and LUMO (alpha / beta): 8.58 / 8.58 eV
* F_max: 1.442 eV/A

Structure (XYZ):
```
11
Properties=species:S:1:pos:R:3:lowdin_charge:R:1
O -0.665 0.686 -2.256 -0.08
N -0.512 1.214 -1.078 0.03
C -0.475 0.121 -0.249 -0.29
C -0.440 0.235 1.271 -0.13
O 0.881 -0.373 1.358 -0.12
C 0.942 -0.604 -0.053 -0.12
H -0.829 -0.446 -1.545 0.23
H -1.186 -0.379 1.799 0.12
H -0.456 1.266 1.655 0.12
H 1.773 -0.084 -0.552 0.12
H 0.954 -1.677 -0.292 0.11
```